Entry 1:
72
Properties=species:S:1:pos:R:3 method="wB97M-V/def2-TZVPD" orbital_gap_ev=2.45 charge=+1 lumo_ev=-8.9765 energy_ev=-79145.2559
C -2.53 6.14 0.33
C -3.08 5.65 -1.02
C -3.02 4.13 -1.20
C -3.67 3.34 -0.04
C -2.69 2.71 0.94
C -1.76 1.67 0.28
C -1.67 0.35 1.05
C -0.73 0.48 2.25
N -0.20 -0.81 2.75
C 0.69 -1.50 1.80
C 1.89 -0.64 1.39
C 3.05 -1.52 0.91
C 3.26 -1.55 -0.61
C 4.22 -0.41 -1.00
C 4.22 -0.12 -2.49
C 5.27 0.93 -2.90
C 5.27 2.18 -2.01
C -1.08 -1.60 3.41
S -1.87 -1.23 4.77
S -1.43 -3.29 3.03
C -2.87 -3.26 1.93
C -2.59 -4.39 0.95
C -1.15 -4.22 0.46
S -0.83 -4.91 -1.20
O -1.43 -6.21 -1.17
O 0.60 -4.79 -1.34
N -1.72 -3.92 -2.06
S -1.16 -2.46 -2.47
O -2.26 -1.68 -2.97
O 0.07 -2.51 -3.20
H -3.29 6.14 1.12
H -2.16 7.16 0.24
H -1.68 5.53 0.65
H -2.48 6.11 -1.80
H -4.12 5.98 -1.13
H -3.56 3.88 -2.12
H -1.97 3.85 -1.33
H -4.35 4.01 0.50
H -4.30 2.54 -0.45
H -2.11 3.49 1.45
H -3.28 2.22 1.73
H -2.11 1.48 -0.74
H -0.75 2.10 0.18
H -2.68 0.15 1.45
H -1.37 -0.46 0.38
H 0.12 1.13 2.00
H -1.25 0.97 3.07
H 0.17 -1.85 0.91
H 1.08 -2.40 2.30
H 1.63 0.00 0.54
H 2.20 -0.03 2.24
H 2.75 -2.61 1.33
H 4.00 -1.22 1.37
H 3.69 -2.50 -0.95
H 2.30 -1.41 -1.11
H 5.23 -0.68 -0.69
H 3.94 0.49 -0.44
H 3.23 0.23 -2.81
H 4.42 -1.05 -3.03
H 6.27 0.48 -2.90
H 5.05 1.24 -3.92
H 5.83 2.02 -1.09
H 5.79 2.99 -2.53
H 4.26 2.52 -1.78
H -2.96 -2.31 1.39
H -3.78 -3.40 2.51
H -2.75 -5.36 1.41
H -3.29 -4.29 0.12
H -0.94 -3.15 0.37
H -0.41 -4.73 1.08
H -0.85 -1.91 -1.26
Pt 3.68 -3.93 1.15

Entry 2:
7
Properties=species:S:1:pos:R:3 method="wB97M-V/def2-TZVPD" orbital_gap_ev=10.30 charge=0 lumo_ev=-0.9870 de_lowest_kj_mol=221.84 energy_ev=-17033.7254
C -1.39 -0.77 -0.04
C -1.70 0.32 -0.33
O 1.88 1.12 1.08
O 2.45 -0.12 -0.83
S 1.80 -0.16 0.43
H -0.98 -1.70 0.18
H -2.06 1.30 -0.50

Entry 3:
43
Properties=species:S:1:pos:R:3 method="wB97M-V/def2-TZVPD" orbital_gap_ev="5.49 / 5.36" charge=+2 lumo_ev="-8.9629 / -9.0927" de_lowest_kj_mol=0.00 spin_multiplicity=2 energy_ev=-106895.1392
Re -0.35 0.27 1.33
C -0.28 1.60 3.59
C -1.27 0.60 3.49
C -0.88 -0.75 3.56
C 0.44 -1.10 3.89
C 1.39 -0.11 4.09
C 1.03 1.24 3.90
H -0.55 2.64 3.50
H -2.31 0.87 3.36
H -1.63 -1.52 3.44
H 0.70 -2.14 4.01
H 2.40 -0.36 4.36
H 1.78 2.01 3.99
O -1.50 1.69 0.56
C -2.23 1.50 -0.47
C -2.60 0.25 -1.01
C -3.40 0.26 -2.17
C -3.83 -0.93 -2.68
C -3.53 -2.15 -2.07
C -2.77 -2.17 -0.91
C -2.29 -0.99 -0.39
O -1.58 -1.04 0.77
N -4.64 -0.93 -3.92
O -4.88 0.15 -4.40
O -4.97 -2.01 -4.35
H -2.62 2.41 -0.92
H -3.67 1.18 -2.67
H -3.91 -3.06 -2.51
H -2.54 -3.10 -0.41
Br 3.91 0.25 -4.84
C 3.98 0.35 -2.97
C 5.21 0.46 -2.33
C 5.29 0.53 -0.94
C 4.13 0.50 -0.18
C 2.90 0.39 -0.84
C 2.82 0.31 -2.24
C 1.69 0.35 -0.08
O 1.64 0.41 1.23
O 0.51 0.26 -0.55
H 6.12 0.48 -2.92
H 6.25 0.62 -0.46
H 4.17 0.56 0.89
H 1.86 0.23 -2.73

Entry 4:
46
Properties=species:S:1:pos:R:3 method="wB97M-V/def2-TZVPD" orbital_gap_ev=7.80 charge=+2 lumo_ev=-6.8414 de_lowest_kj_mol=0.00 energy_ev=-48479.4751
Y 2.43 0.26 0.84
N 3.05 -3.06 3.43
C 2.94 -1.81 2.96
O 3.49 -1.53 1.82
C 2.15 -0.80 3.82
C 2.08 0.57 3.13
H 3.49 -3.76 2.87
H 2.89 -3.24 4.41
H 2.51 -0.76 4.82
H 1.22 -1.33 3.90
H 2.79 1.19 3.64
H 1.07 0.94 3.26
Cl 2.85 0.28 -2.12
C 1.38 0.84 -3.00
C 1.57 1.01 -4.34
C 0.48 1.50 -5.07
C -0.81 1.64 -4.50
C -0.88 1.36 -3.14
C 0.18 0.97 -2.35
P -0.01 0.83 -0.52
C -1.50 1.65 -0.01
C -2.65 0.93 0.28
C -3.88 1.56 0.45
C -3.91 2.93 0.32
C -2.71 3.70 0.11
C -1.54 3.05 -0.06
C -0.13 -0.96 -0.26
C -0.63 -1.92 -1.13
C -0.64 -3.29 -0.72
C -0.24 -3.67 0.57
C 0.19 -2.66 1.46
C 0.22 -1.33 1.04
H 2.54 0.82 -4.82
H 0.66 1.74 -6.10
H -1.66 2.02 -5.10
H -1.87 1.44 -2.76
H -2.73 -0.14 0.33
H -4.76 1.01 0.73
H -4.84 3.50 0.31
H -2.77 4.76 0.04
H -0.63 3.64 -0.21
H -0.96 -1.68 -2.14
H -1.03 -4.00 -1.39
H -0.29 -4.69 0.86
H 0.43 -2.89 2.49
H 0.45 -0.60 1.86

Entry 5:
61
Properties=species:S:1:pos:R:3 method="wB97M-V/def2-TZVPD" orbital_gap_ev=8.18 charge=0 lumo_ev=0.6333 de_lowest_kj_mol=4.30 smiles="C[C@H](NC(=O)c1ccccc1F)c1nnc(SCC(=O)N2CCN(c3ccccc3)CC2)n1C" energy_ev=-51915.7330
C 0.74 -4.51 -0.81
C 0.94 -2.99 -0.83
C -0.08 -2.33 -1.70
N -1.14 -1.73 -1.25
N -1.83 -1.24 -2.29
C -1.17 -1.56 -3.37
N -0.04 -2.26 -3.07
C 0.96 -2.67 -4.00
H 1.14 -1.86 -4.70
H 0.64 -3.56 -4.54
H 1.89 -2.89 -3.46
S -1.58 -1.04 -4.99
C -1.71 0.72 -4.54
H -2.63 0.84 -3.97
C -0.44 1.07 -3.78
O 0.63 0.63 -4.17
N -0.52 1.86 -2.69
C -1.70 2.40 -2.05
H -2.58 2.28 -2.66
C -1.91 1.73 -0.68
N -0.72 1.95 0.12
C -0.79 2.08 1.49
C -1.94 1.76 2.22
C -2.01 2.01 3.58
C -0.95 2.57 4.25
C 0.21 2.87 3.55
C 0.29 2.63 2.19
H 1.19 2.90 1.67
H 1.05 3.31 4.06
H -1.01 2.77 5.31
H -2.92 1.75 4.11
H -2.78 1.29 1.73
C 0.45 1.38 -0.52
H 1.33 1.51 0.11
H 0.30 0.30 -0.68
C 0.66 2.05 -1.88
H 1.52 1.60 -2.39
H 0.83 3.12 -1.74
H -2.76 2.20 -0.20
H -2.11 0.66 -0.83
H -1.52 3.47 -1.89
H -1.76 1.28 -5.48
N 0.85 -2.45 0.50
C 1.70 -1.49 0.93
O 2.66 -1.14 0.27
C 1.46 -0.93 2.30
C 0.30 -1.02 3.05
C 0.20 -0.49 4.32
C 1.29 0.15 4.87
C 2.46 0.28 4.14
C 2.54 -0.25 2.87
H 3.44 -0.17 2.29
H 3.31 0.79 4.57
H 1.22 0.56 5.87
H -0.73 -0.59 4.86
F -0.80 -1.64 2.56
H -0.04 -2.59 0.96
H 1.95 -2.74 -1.19
H 0.84 -4.92 -1.81
H -0.26 -4.74 -0.44
H 1.47 -4.97 -0.16

Entry 6:
9
Properties=species:S:1:pos:R:3 method="wB97M-V/def2-TZVPD" orbital_gap_ev=11.19 charge=0 lumo_ev=0.7279 de_lowest_kj_mol=64.26 smiles="C=COC(=O)Br" energy_ev=-77295.5980
C 0.00 0.55 0.22
C -0.71 -0.52 -0.10
C -2.79 -1.44 0.19
O -2.63 -2.61 0.16
O -2.09 -0.40 0.04
Br -4.58 -0.62 0.42
H 1.00 0.67 0.06
H -0.43 1.37 0.62
H -0.23 -1.26 -0.73